[1]
Here is a cluster of 3 separate species, C5H14N2 in total from the Open Molecules 2025 dataset. Energies are from the ωB97M-V functional and the def2-TZVPD basis.

Cartesian coordinates (Å):
C1 0.207 -1.216 1.091
C2 -0.087 0.214 1.180
C3 -1.163 0.772 0.259
C4 0.329 1.061 -0.081
C5 0.055 -1.120 -2.969
N1 -0.600 -1.316 -1.662
N2 0.456 2.183 2.663
H1 0.209 -1.803 2.063
H2 1.287 -1.295 0.690
H3 -0.590 -1.688 0.448
H4 0.325 2.239 3.673
H5 -1.721 1.619 0.680
H6 -1.758 0.088 -0.381
H7 0.956 1.890 0.237
H8 0.913 0.338 -0.832
H9 0.883 -1.909 -3.009
H10 0.546 -0.141 -2.922
H11 -0.631 -1.209 -3.829
H12 -0.860 -2.402 -1.569
H13 1.103 2.768 2.229
H14 0.140 0.927 2.043

Results
**Relative energy (zero: lowest compared OMol25 entry of this formula, charge and spin)**: 1048.57 kJ/mol
**LUMO level**: -3.47 eV
**Charge**: 0

***

[2]
Here is an isolated molecule of C5H14N2 from the Open Molecules 2025 dataset. Energies are from the ωB97M-V functional and the def2-TZVPD basis.

Cartesian coordinates (Å):
C1 -1.873 0.440 0.279
N1 -0.604 0.389 0.968
C2 -0.663 -0.317 2.201
C3 0.347 -1.618 -0.340
C4 0.502 -0.093 0.075
C5 0.563 0.836 -1.176
N2 1.760 0.671 -1.963
H1 -1.863 1.076 -0.611
H2 -2.073 -0.548 -0.191
H3 -2.719 0.791 0.878
H4 0.340 -0.477 2.587
H5 -1.336 0.224 2.887
H6 -1.026 -1.345 2.064
H7 0.242 -2.095 0.642
H8 -0.358 -2.057 -1.057
H9 1.299 -1.737 -0.870
H10 1.388 0.204 0.629
H11 0.619 1.781 -0.644
H12 -0.291 0.818 -1.848
H13 2.614 0.376 -1.510
H14 1.661 0.021 -2.732

Results
**Relative energy (zero: lowest compared OMol25 entry of this formula, charge and spin)**: 169.47 kJ/mol
**LUMO level**: 1.05 eV
**Charge**: 0